1.
{
  "formula": "C16H19ClN2O4S",
  "method": "ωB97M-V with the def2-TZVPD basis set",
  "symbols": ["C", "C", "O", "C", "C", "Cl", "C", "C", "C", "N", "C", "C", "C", "C", "S", "N", "O", "O", "C", "C", "C", "C", "O", "C", "H", "H", "H", "H", "H", "H", "H", "H", "H", "H", "H", "H", "H", "H", "H", "H", "H", "H", "H"],
  "coordinates": [[-5.275, -1.116, -1.942], [-5.247, -1.861, -0.613], [-4.785, -1.061, 0.473], [-3.543, -0.487, 0.325], [-2.373, -1.253, 0.299], [-2.455, -2.964, 0.547], [-1.126, -0.690, 0.104], [-1.008, 0.685, -0.050], [0.351, 1.296, -0.275], [1.294, 0.814, 0.704], [2.586, 0.451, 0.475], [3.265, 0.780, -0.707], [4.579, 0.397, -0.885], [5.234, -0.305, 0.107], [6.930, -0.756, -0.116], [7.717, 0.586, 0.553], [7.248, -0.790, -1.515], [7.248, -1.892, 0.703], [4.592, -0.629, 1.289], [3.279, -0.257, 1.472], [-2.143, 1.467, 0.041], [-3.408, 0.910, 0.236], [-4.408, 1.821, 0.313], [-5.669, 1.484, 0.855], [-5.888, -0.220, -1.875], [-4.267, -0.825, -2.235], [-5.688, -1.765, -2.709], [-4.640, -2.767, -0.713], [-6.257, -2.148, -0.309], [-0.254, -1.324, 0.071], [0.699, 1.017, -1.274], [0.275, 2.391, -0.233], [0.898, 0.539, 1.589], [2.769, 1.343, -1.481], [5.112, 0.628, -1.793], [8.283, 0.319, 1.342], [8.267, 1.067, -0.141], [5.131, -1.185, 2.038], [2.765, -0.509, 2.388], [-2.086, 2.540, -0.045], [-5.569, 0.891, 1.765], [-6.144, 2.438, 1.085], [-6.288, 0.939, 0.139]],
  "nbo_charge": [-0.645, -0.063, -0.522, 0.159, -0.045, 0.016, -0.268, -0.014, -0.229, -0.583, 0.203, -0.258, -0.148, -0.409, 2.305, -1.075, -0.943, -0.943, -0.151, -0.261, -0.265, 0.357, -0.509, -0.238, 0.207, 0.215, 0.222, 0.183, 0.191, 0.234, 0.213, 0.196, 0.394, 0.210, 0.237, 0.399, 0.399, 0.239, 0.210, 0.225, 0.189, 0.190, 0.177],
  "multiplicity": 1,
  "e_lumo_ev": 0.615,
  "total_energy_ha": -1889.9177,
  "orbital_gap_ev": 8.79,
  "smiles": "CCOc1c(Cl)cc(CNc2ccc(S(N)(=O)=O)cc2)cc1OC"
}


2.
{
  "formula": "C16H19CoN6S",
  "method": "ωB97M-V with the def2-TZVPD basis set",
  "symbols": ["Co", "N", "N", "C", "N", "S", "H", "H", "H", "H", "H", "C", "C", "C", "C", "C", "C", "C", "C", "C", "C", "C", "C", "C", "C", "C", "N", "H", "H", "H", "H", "H", "H", "H", "H", "H", "H", "N", "N", "H", "H", "H", "H"],
  "coordinates": [[0.087, 0.872, -0.738], [0.171, 1.586, 1.302], [-0.518, 2.762, 1.628], [-1.283, 3.361, 0.707], [-1.913, 4.476, 1.037], [-1.419, 2.709, -0.851], [-0.218, 0.814, 1.839], [1.154, 1.695, 1.543], [-0.445, 3.117, 2.571], [-1.865, 4.883, 1.958], [-2.498, 4.928, 0.353], [4.251, 0.826, -0.793], [4.497, -0.480, -0.390], [3.447, -1.314, -0.028], [2.141, -0.835, -0.075], [1.914, 0.468, -0.501], [2.942, 1.313, -0.858], [0.938, -1.575, 0.290], [0.913, -2.876, 0.815], [-0.290, -3.450, 1.102], [-1.493, -2.739, 0.890], [-2.764, -3.288, 1.187], [-3.898, -2.560, 0.979], [-3.809, -1.250, 0.464], [-2.597, -0.689, 0.167], [-1.413, -1.428, 0.375], [-0.181, -0.879, 0.086], [5.073, 1.474, -1.067], [5.512, -0.850, -0.350], [3.655, -2.330, 0.283], [2.757, 2.334, -1.172], [1.835, -3.411, 0.985], [-0.336, -4.458, 1.496], [-2.815, -4.295, 1.584], [-4.867, -2.982, 1.208], [-4.716, -0.683, 0.301], [-2.537, 0.317, -0.226], [0.480, 1.381, -2.835], [-0.252, 0.170, -2.607], [0.024, 2.031, -3.470], [1.413, 1.183, -3.180], [0.141, -0.617, -3.116], [-1.220, 0.286, -2.893]],
  "nbo_charge": [1.002, -0.588, -0.430, 0.341, -0.730, -0.256, 0.410, 0.421, 0.416, 0.423, 0.445, -0.153, -0.195, -0.160, -0.105, -0.106, -0.307, 0.239, -0.254, -0.054, -0.113, -0.135, -0.190, -0.156, -0.228, 0.153, -0.478, 0.245, 0.248, 0.233, 0.237, 0.249, 0.248, 0.240, 0.248, 0.239, 0.212, -0.654, -0.602, 0.408, 0.411, 0.417, 0.412],
  "multiplicity": 1,
  "e_lumo_ev": [-6.548, -6.658],
  "total_energy_ha": -2730.0415,
  "orbital_gap_ev": [7.99, 7.88],
  "charge": 2
}


3.
{
  "formula": "C16H19CuN4O2S2Se2",
  "method": "ωB97M-V with the def2-TZVPD basis set",
  "symbols": ["Cu", "S", "C", "N", "C", "C", "C", "C", "C", "C", "S", "H", "H", "H", "H", "O", "C", "C", "C", "O", "C", "Se", "C", "Se", "H", "H", "H", "H", "H", "H", "H", "H", "H", "H", "N", "C", "C", "N", "C", "C", "N", "H", "H", "H", "H", "H"],
  "coordinates": [[-4.081, -20.034, 9.900], [-2.125, -19.648, 10.495], [-1.448, -19.022, 9.106], [-1.473, -17.796, 8.598], [-0.344, -17.644, 7.797], [0.094, -16.406, 7.232], [1.410, -16.314, 6.782], [2.286, -17.424, 6.768], [1.842, -18.658, 7.224], [0.533, -18.744, 7.724], [-0.256, -20.134, 8.390], [-0.495, -15.498, 7.325], [1.806, -15.369, 6.484], [3.322, -17.383, 6.390], [2.512, -19.497, 7.176], [-6.542, -10.537, 8.680], [-5.265, -11.032, 8.370], [-5.088, -12.517, 8.844], [-6.076, -13.402, 7.926], [-7.048, -14.109, 8.647], [-3.623, -12.842, 8.580], [-3.144, -14.670, 9.216], [-5.353, -12.750, 10.314], [-4.675, -14.521, 10.980], [-6.689, -9.699, 8.227], [-4.512, -10.395, 8.831], [-4.974, -11.082, 7.278], [-5.363, -14.013, 7.375], [-6.565, -12.711, 7.269], [-6.578, -14.879, 9.067], [-2.961, -12.172, 9.139], [-3.367, -12.756, 7.481], [-6.381, -12.651, 10.589], [-4.711, -12.092, 10.917], [-8.532, -17.578, 10.292], [-7.974, -18.805, 10.203], [-6.639, -18.927, 9.728], [-5.999, -20.087, 9.872], [-6.642, -21.113, 10.456], [-7.985, -21.000, 10.757], [-8.679, -19.873, 10.651], [-8.212, -16.868, 9.685], [-9.506, -17.589, 10.529], [-6.161, -18.041, 9.388], [-6.061, -22.007, 10.608], [-8.465, -21.830, 11.203]],
  "lowdin_spin": [0.011, 0.002, 0.001, 0.000, 0.000, 0.000, 0.000, 0.000, 0.000, 0.000, 0.001, 0.000, 0.000, 0.000, 0.000, 0.000, 0.000, 0.000, 0.000, 0.000, 0.000, 0.000, 0.000, 0.001, 0.000, 0.000, 0.000, 0.000, 0.000, 0.000, 0.000, 0.000, 0.000, 0.000, 0.005, 0.058, 0.203, 0.284, 0.064, 0.105, 0.236, -0.001, 0.001, 0.018, 0.001, 0.009],
  "multiplicity": 2,
  "e_lumo_ev": [1.975, 1.975],
  "total_energy_ha": -8230.3392,
  "orbital_gap_ev": [3.35, 6.33],
  "s2": 0.761,
  "charge": -1
}


4.
{
  "formula": "C16H19F3IKN2S3Si",
  "method": "ωB97M-V with the def2-TZVPD basis set",
  "symbols": ["K", "S", "C", "S", "S", "C", "Si", "C", "C", "C", "H", "H", "H", "H", "H", "H", "H", "H", "H", "H", "H", "F", "C", "F", "F", "C", "C", "C", "N", "C", "C", "H", "H", "H", "H", "I", "C", "C", "C", "C", "C", "N", "H", "H", "H", "H"],
  "coordinates": [[0.793, 1.856, 1.567], [3.292, 2.707, 6.144], [2.512, 2.428, 4.660], [3.045, 1.164, 3.628], [1.177, 3.415, 4.204], [-1.303, -0.511, -1.315], [-2.604, 0.654, -0.551], [-3.138, -0.115, 1.108], [-4.123, 0.401, -1.721], [-1.924, 2.307, -0.294], [-1.671, -1.531, -1.467], [-0.416, -0.558, -0.678], [-0.983, -0.127, -2.290], [-3.178, -1.209, 1.072], [-4.122, 0.246, 1.422], [-2.425, 0.167, 1.886], [-4.393, -0.653, -1.866], [-3.889, 0.825, -2.703], [-5.004, 0.926, -1.341], [-2.530, 2.972, 0.330], [-1.661, 2.833, -1.224], [3.209, 0.984, -5.656], [3.855, 0.423, -4.617], [5.116, 0.914, -4.634], [3.968, -0.894, -4.894], [3.177, 0.667, -3.317], [3.699, 0.111, -2.153], [3.042, 0.352, -0.961], [1.936, 1.089, -0.869], [1.442, 1.610, -1.989], [2.022, 1.434, -3.233], [4.595, -0.493, -2.187], [3.413, -0.059, -0.028], [0.521, 2.175, -1.871], [1.589, 1.875, -4.119], [1.268, -3.168, 0.036], [0.022, -2.721, 1.687], [-1.069, -3.529, 1.955], [-1.820, -3.213, 3.080], [-1.448, -2.129, 3.861], [-0.343, -1.386, 3.482], [0.380, -1.684, 2.403], [-1.332, -4.361, 1.319], [-2.689, -3.805, 3.337], [-2.010, -1.859, 4.744], [0.003, -0.529, 4.053]],
  "nbo_charge": [0.867, -0.409, -0.498, -0.505, -0.495, -1.113, 1.605, -1.109, -1.116, -1.509, 0.207, 0.222, 0.210, 0.206, 0.215, 0.227, 0.196, 0.209, 0.210, 0.203, 0.178, -0.327, 0.972, -0.330, -0.328, -0.132, -0.229, 0.051, -0.412, 0.049, -0.230, 0.223, 0.226, 0.238, 0.227, 0.090, 0.115, -0.294, -0.166, -0.256, 0.058, -0.437, 0.221, 0.208, 0.221, 0.242],
  "multiplicity": 1,
  "e_lumo_ev": 3.541,
  "total_energy_ha": -3411.9471,
  "orbital_gap_ev": 3.47,
  "charge": -2
}


5.
{
  "formula": "C16H19F3NOPtS2",
  "method": "ωB97M-V with the def2-TZVPD basis set",
  "symbols": ["Pt", "C", "C", "C", "O", "H", "H", "H", "H", "H", "H", "H", "S", "C", "N", "C", "C", "S", "H", "H", "H", "H", "H", "F", "C", "F", "F", "C", "C", "C", "C", "C", "C", "C", "C", "H", "H", "H", "H", "C", "H", "H", "H"],
  "coordinates": [[0.382, 2.079, 0.900], [0.838, 5.872, -0.610], [-0.201, 4.879, -0.084], [-1.449, 5.624, 0.399], [0.348, 4.133, 0.948], [0.442, 6.498, -1.417], [1.711, 5.329, -0.976], [1.164, 6.519, 0.209], [-0.506, 4.247, -0.937], [-1.186, 6.227, 1.273], [-2.220, 4.913, 0.702], [-1.864, 6.280, -0.373], [-1.953, 1.989, 0.072], [-1.933, 0.795, -1.073], [-0.846, 0.273, -1.626], [-1.029, -0.563, -2.792], [-2.383, -1.231, -2.581], [-3.379, 0.020, -1.712], [0.041, 0.691, -1.356], [-0.229, -1.300, -2.857], [-1.032, 0.043, -3.705], [-2.290, -2.110, -1.945], [-2.859, -1.501, -3.521], [-0.311, -7.297, 1.837], [0.622, -6.789, 1.004], [0.384, -7.319, -0.216], [1.805, -7.316, 1.410], [0.628, -5.299, 0.989], [0.267, -4.584, 2.127], [0.300, -3.203, 2.123], [0.691, -2.484, 0.979], [1.073, -3.232, -0.150], [1.039, -4.613, -0.148], [0.675, -1.067, 0.953], [0.549, 0.151, 0.957], [-0.050, -5.113, 3.016], [0.014, -2.648, 3.006], [1.405, -2.698, -1.031], [1.330, -5.163, -1.034], [2.248, 2.216, 1.701], [2.313, 1.676, 2.649], [2.444, 3.278, 1.861], [3.003, 1.799, 1.029]],
  "nbo_charge": [0.520, -0.621, 0.111, -0.626, -0.891, 0.177, 0.203, 0.194, 0.126, 0.195, 0.204, 0.178, -0.023, -0.056, -0.587, -0.218, -0.532, 0.280, 0.460, 0.216, 0.187, 0.225, 0.226, -0.333, 0.979, -0.335, -0.338, -0.223, -0.167, -0.212, -0.037, -0.173, -0.188, -0.347, -0.135, 0.217, 0.223, 0.202, 0.214, -0.854, 0.182, 0.201, 0.180],
  "multiplicity": 1,
  "e_lumo_ev": 2.280,
  "total_energy_ha": -1966.4116,
  "orbital_gap_ev": 6.31,
  "charge": -1
}